Record 1
C3H9N3 in the gas phase at a distorted geometry. Source: OMol25; level of theory: the ωB97M-V functional and the def2-TZVPD basis.

Atoms and positions in Å:
C: 0.6185 1.1825 1.0741
C: -0.6483 -0.2762 -0.5159
C: 0.6003 0.1538 -0.0332
N: -1.6795 -0.8205 0.2072
N: -0.7994 0.0746 -1.8253
N: 1.7570 -0.6877 -0.0410
H: -2.5663 -0.9329 -0.2614
H: -1.5465 -0.8345 1.2066
H: -1.6747 -0.1966 -2.2713
H: 0.2785 0.4453 -1.8856
H: 1.6863 -1.4895 -0.6533
H: 2.0889 -0.9322 0.8874
H: 1.5842 1.6874 1.0928
H: 0.4861 0.7160 2.0606
H: -0.1850 1.9105 0.9584

Summary:
Structure (SMILES): CC(N)=C(N)N
Spin multiplicity: 1

These are the Mulliken partial charges, in e, on atoms 1 to 4: number 1, C, carries -1.485; number 2, C, carries 0.301; number 3, C, carries -0.100; number 4, N, carries -0.391

---

Record 2
3 unconnected molecules or ions with the total composition C42H74F6NO15P2 at a distorted geometry. Source: OMol25; level of theory: the ωB97M-V functional and the def2-TZVPD basis.

Atoms and positions in Å:
C: -3.2426 -1.1644 -3.8573
C: -4.2992 -2.4078 -3.7000
O: -4.0894 -3.2624 -2.5211
C: -2.7723 -3.9176 -2.5288
C: -2.3828 -5.0906 -3.6219
C: -3.3862 -5.6617 -4.7902
O: -4.5146 -6.3717 -4.5719
O: -3.0238 -5.4067 -6.2015
C: -0.8657 -5.7368 -3.5314
C: 0.1660 -5.2148 -2.3251
C: 1.6633 -5.9346 -2.3338
C: 2.5075 -5.4468 -3.6537
C: 3.1659 -3.9407 -3.5229
C: 2.3373 -2.9017 -4.5107
C: 3.0791 -1.4365 -4.6979
C: 2.0965 -0.1646 -4.2675
C: 2.7599 1.3089 -4.5771
C: 4.2677 1.5199 -3.9448
C: 4.2355 2.0015 -2.3490
C: 5.7109 2.4892 -1.8207
C: 6.9550 1.5029 -2.2411
O: 6.6562 0.0639 -2.1522
C: 7.0956 -0.5195 -0.8739
N: -0.2518 -4.1478 -1.2922
C: 0.7114 -3.7265 -0.1709
C: 0.2408 -4.6236 1.1598
C: 0.9699 -6.0903 1.2419
C: 0.2710 -7.0701 2.3981
C: 2.5619 -5.9575 1.6160
C: -1.6361 -3.4954 -1.3765
C: -2.1466 -2.2978 -0.3265
O: -3.1189 -2.6874 0.5330
C: -1.5219 -0.7755 -0.4101
F: -2.6201 0.0775 -1.0011
F: -0.4035 -0.8142 -1.3812
C: -1.1616 -0.1016 1.0401
F: -2.1752 0.9491 1.3340
F: -1.2314 -1.0691 2.1930
C: 0.3141 0.6068 1.1322
F: 1.4608 -0.3287 0.9253
F: 0.4522 1.0886 2.5576
C: 0.5106 1.9335 0.1898
O: 0.0163 2.1260 -1.0355
O: 1.3785 3.0179 0.7466
H: -2.9311 -1.0880 -5.0066
H: -2.2436 -1.2778 -3.2588
H: -3.7707 -0.1677 -3.5042
H: -5.3818 -1.9225 -3.5674
H: -4.3638 -3.0496 -4.6839
H: -2.7198 -6.3202 -6.5381
H: -0.5439 -6.5711 -4.3064
H: 2.2361 -5.8419 -1.3170
H: 1.4421 -7.0993 -2.4751
H: 1.8271 -5.5103 -4.6306
H: 3.4122 -6.1844 -3.8660
H: 4.2880 -3.9684 -3.8948
H: 3.1873 -3.5864 -2.3983
H: 2.2986 -3.4161 -5.5830
H: 1.2330 -2.7458 -4.0888
H: 3.2913 -1.3103 -5.8457
H: 4.1151 -1.3850 -4.1363
H: 1.0973 -0.2364 -4.8953
H: 1.7917 -0.2410 -3.1362
H: 2.0672 2.1196 -4.0417
H: 2.8051 1.5868 -5.7202
H: 4.7467 2.4437 -4.5289
H: 4.9900 0.6134 -4.1330
H: 3.4916 2.9066 -2.1798
H: 3.8329 1.0909 -1.7122
H: 5.6570 2.6362 -0.6524
H: 5.9600 3.5589 -2.2863
H: 7.9257 1.7543 -1.6047
H: 7.2419 1.7564 -3.3615
H: 7.8948 -1.3608 -1.0652
H: 7.4701 0.2650 -0.0793
H: 6.1314 -1.0248 -0.3921
H: 1.8404 -3.8819 -0.4489
H: 0.5883 -2.6078 0.1529
H: 0.5266 -3.9584 2.1057
H: -0.9270 -4.7422 1.1365
H: 0.7568 -6.6318 0.2116
H: 0.5024 -6.7173 3.4906
H: 0.6878 -8.1798 2.2807
H: -0.8967 -7.1421 2.1701
H: 2.7008 -5.9138 2.7971
H: 3.0803 -4.9786 1.2002
H: 3.1148 -6.9364 1.2631
H: 2.3481 2.7286 0.7302
O: -3.2819 6.3664 0.1204
P: -3.2510 7.1783 -1.1977
O: -4.8781 7.0458 -1.4804
C: -5.7538 7.9148 -0.7891
C: -5.6957 9.3190 -1.3647
O: -2.8058 5.8561 -2.1158
C: -1.9892 4.8422 -1.5359
C: -2.8337 3.6832 -1.0305
O: -3.2166 8.0853 -2.6705
C: -1.9437 8.3761 -3.2301
C: -1.4629 7.2710 -4.1620
H: -5.5204 7.9200 0.2767
H: -6.7673 7.5186 -0.9114
H: -4.7190 9.7750 -1.1742
H: -6.4611 9.9568 -0.9150
H: -5.8348 9.3011 -2.4509
H: -1.3578 5.2581 -0.7427
H: -1.3109 4.4737 -2.3112
H: -3.6735 4.0173 -0.4106
H: -2.2275 2.9886 -0.4445
H: -3.2726 3.1397 -1.8723
H: -1.2151 8.5713 -2.4387
H: -2.0619 9.2942 -3.8120
H: -0.9157 6.5102 -3.6041
H: -0.7665 7.6662 -4.9098
H: -2.2964 6.7766 -4.6729
O: -2.5849 1.2493 9.1213
P: -1.6650 0.3408 8.2693
O: -0.8184 -0.2525 9.5638
C: -1.3963 -1.2951 10.3248
C: -1.3249 -2.6173 9.5811
O: -0.6023 1.5804 7.9184
C: -1.0931 2.9132 7.8010
C: -0.9071 3.6803 9.1006
O: -0.6372 -0.6743 7.3173
C: -0.6603 -0.4917 5.9088
C: 0.3376 0.5653 5.4528
H: -2.4268 -1.0489 10.5850
H: -0.8226 -1.3748 11.2541
H: -1.9647 -2.5968 8.6932
H: -1.6557 -3.4415 10.2184
H: -0.3045 -2.8161 9.2365
H: -2.1398 2.9147 7.4770
H: -0.5232 3.4120 7.0114
H: -1.2731 3.1232 9.9706
H: -1.4275 4.6400 9.0619
H: 0.1556 3.8658 9.2815
H: -1.6724 -0.2518 5.5721
H: -0.3773 -1.4505 5.4660
H: -0.1178 1.5562 5.4730
H: 0.6474 0.3888 4.4169
H: 1.2254 0.5919 6.0940

Summary:
Charge: +1
Spin multiplicity: 1

These are the Mulliken partial charges, in e, on atoms 1 to 4: number 1, C, carries -0.281; number 2, C, carries -0.328; number 3, O, carries -0.412; number 4, C, carries 0.134

---

Record 3
A molecular structure, C21H57CaF6N18O14S2 at a distorted geometry. Source: OMol25; level of theory: the ωB97M-V functional and the def2-TZVPD basis.

Atoms and positions in Å:
Ca: 0.1216 -1.3752 0.5703
C: -3.5698 1.5380 1.3086
F: -3.4504 2.2571 0.2202
F: -2.3600 1.6062 1.9022
F: -4.4516 2.1486 2.0958
S: -4.1917 -0.1958 0.8722
O: -4.3057 -0.9852 2.0410
O: -5.2975 -0.0015 0.0102
N: -2.8054 -0.4756 0.1229
S: -2.8832 -1.3342 -1.1612
O: -1.5016 -1.7322 -1.4900
O: -3.8545 -2.4052 -1.2085
C: -3.1397 -0.1398 -2.6333
F: -4.1035 0.7505 -2.4595
F: -2.0962 0.6230 -2.7435
F: -3.2626 -0.7432 -3.7571
C: -0.3889 -0.7909 3.8873
O: -0.2859 -0.3070 2.7274
N: 0.5925 -0.6504 4.8497
N: -1.6042 -1.3699 4.2247
H: 1.5409 -0.3816 4.6024
H: 0.5239 -1.5105 5.4111
H: -2.2227 -1.4300 3.4301
H: -1.7678 -1.7620 5.1323
C: 0.9975 -0.3902 -2.3601
O: 1.3099 -1.1801 -1.4679
N: 0.6666 -0.8081 -3.6043
N: 1.0064 0.9122 -2.2556
H: 0.2950 -1.7508 -3.5648
H: 0.3407 -0.1063 -4.2800
H: 0.5824 1.5119 -2.8973
H: 0.9937 1.2340 -1.3084
C: -1.9195 -3.9419 1.4760
O: -1.2495 -2.8676 1.5492
N: -1.4565 -5.1688 1.2361
N: -3.2065 -3.8907 1.5524
H: -2.1065 -5.9372 1.3058
H: -0.4639 -5.3729 1.2373
H: -3.8708 -4.6493 1.7103
H: -3.5408 -2.9808 1.8171
C: 1.1528 1.9940 1.2648
O: 0.9524 0.9633 0.6749
N: 1.9936 2.9745 0.7700
N: 0.6520 2.3614 2.4108
H: 1.7977 3.8696 1.1464
H: 2.1530 3.1325 -0.2410
H: 0.0741 1.6723 2.8138
H: 1.0644 3.1339 2.8814
C: 2.5275 -6.2285 2.3433
O: 2.1411 -5.0672 2.3588
N: 1.7789 -7.2372 2.6105
N: 3.7320 -6.5448 2.0179
H: 0.8649 -7.0968 3.0419
H: 2.2656 -8.1132 2.8407
H: 4.3614 -5.7594 1.9658
H: 4.0589 -7.4741 2.1779
C: 0.8137 -4.3852 -1.2044
O: 0.8843 -3.6304 -0.2512
N: -0.1669 -4.4209 -2.1574
N: 1.7865 -5.1898 -1.4841
H: -0.3092 -5.2685 -2.6725
H: -0.7781 -3.6124 -2.2132
H: 2.0291 -5.5822 -0.6114
H: 1.8066 -5.7335 -2.3142
C: 0.8761 -3.9059 5.4552
O: 0.4295 -3.1616 6.3519
N: 0.1642 -4.1743 4.3759
N: 2.0408 -4.5460 5.4989
H: 0.6391 -3.9963 3.4737
H: -0.7700 -3.7658 4.4677
H: 2.6457 -4.2933 6.2753
H: 2.3669 -5.1689 4.7847
C: 3.3641 -1.4144 0.9401
O: 2.2904 -1.3450 1.6044
N: 3.8476 -2.5924 0.4378
N: 4.0730 -0.3086 0.5767
H: 4.7339 -2.6993 -0.0629
H: 3.4542 -3.4245 0.8071
H: 4.9590 -0.4210 0.0947
H: 3.5116 0.5319 0.5446
C: 4.9404 -0.8854 -3.6017
C: 4.2003 -2.0324 -3.1278
O: 5.1058 -3.0489 -2.6349
H: 4.2139 -0.0688 -3.7979
H: 5.4536 -1.1950 -4.5335
H: 5.6873 -0.5536 -2.8467
H: 3.7754 -2.5712 -3.9879
H: 3.4492 -1.8031 -2.3834
H: 5.9161 -3.0640 -3.1488
C: -1.2550 3.6641 -1.9996
C: -0.7709 5.1533 -2.1538
C: -1.1672 5.7585 -3.5187
C: -2.5286 6.3877 -3.5680
C: -2.6170 7.3614 -2.4210
C: -2.4969 6.7013 -1.0058
N: -1.1380 6.1295 -1.0650
O: -0.7766 5.5782 0.1459
C: -2.5464 7.7349 0.0944
C: -3.6052 5.6715 -0.7066
C: 0.7569 5.0097 -2.1125
H: -1.0932 3.2727 -1.0002
H: -0.7025 3.0102 -2.7032
H: -2.3152 3.5436 -2.1860
H: -0.4060 6.5254 -3.6453
H: -0.9610 5.0398 -4.3316
H: -3.3033 5.6426 -3.4133
H: -2.6592 6.8224 -4.5256
H: -3.5479 7.9277 -2.4416
H: -1.7474 8.0360 -2.4144
H: -1.6668 8.3825 0.0354
H: -3.4607 8.3006 -0.0727
H: -2.7061 7.2739 1.0677
H: -3.5579 4.8699 -1.4381
H: -3.4750 5.2382 0.2905
H: -4.5856 6.1315 -0.7561
H: 1.1646 6.0099 -2.2661
H: 0.9916 4.4472 -3.0128
H: 1.0910 4.4425 -1.2402
H: -1.5328 5.1375 0.5306

Summary:
Charge: +1
Spin multiplicity: 1

These are the Mulliken partial charges, in e, on atoms 1 to 4: number 1, Ca, carries 1.603; number 2, C, carries 0.657; number 3, F, carries -0.176; number 4, F, carries -0.153

---

Record 4
C22H26N2O6S in the gas phase at a distorted geometry. Source: OMol25; level of theory: the ωB97M-V functional and the def2-TZVPD basis.

Atoms and positions in Å:
O: 1.2418 -2.2147 -3.4823
C: 1.9122 -1.5781 -2.7007
N: 1.4271 -0.6978 -1.8122
H: 2.0638 -0.1604 -1.2382
C: 0.0120 -0.4232 -1.6697
C: -0.2682 1.0527 -1.7573
C: 0.3190 1.9210 -0.8444
C: 0.0701 3.2798 -0.9103
C: -0.7736 3.7855 -1.8861
C: -1.3612 2.9267 -2.7989
C: -1.1053 1.5668 -2.7372
H: -1.5580 0.9006 -3.4573
H: -2.0181 3.3156 -3.5626
H: -0.9712 4.8459 -1.9352
H: 0.5330 3.9471 -0.1985
H: 0.9705 1.5287 -0.0770
H: -0.3306 -0.7988 -0.6964
H: -0.4980 -0.9708 -2.4654
C: 3.4430 -1.7298 -2.6184
H: 3.9226 -0.7546 -2.7550
H: 3.7728 -2.4347 -3.3820
O: 3.8350 -2.2919 -1.3660
C: 4.0101 -1.4768 -0.3299
O: 3.8601 -0.2794 -0.3772
C: 4.4016 -2.2502 0.9057
H: 4.0090 -3.2621 0.8140
H: 5.4917 -2.3155 0.9361
C: 3.8924 -1.5430 2.1662
C: 2.4169 -1.2476 2.1098
C: 1.9556 0.0471 2.3249
C: 0.5991 0.3242 2.3313
C: -0.3038 -0.6967 2.1065
C: 0.1335 -1.9855 1.8667
C: 1.4905 -2.2588 1.8711
H: 1.8259 -3.2720 1.7088
H: -0.5978 -2.7626 1.7102
S: -2.0576 -0.3515 2.2109
O: -2.2477 0.6317 3.2387
O: -2.7510 -1.6045 2.3144
N: -2.3594 0.3480 0.7058
C: -3.1782 -0.4464 -0.1927
H: -2.8860 -1.4893 -0.0830
C: -4.6635 -0.2806 0.1389
H: -5.2865 -0.7799 -0.6048
O: -5.0400 1.0789 0.1192
C: -4.2850 1.8285 1.0452
H: -4.6359 2.8583 0.9613
C: -2.7885 1.7348 0.7389
H: -2.2156 2.2445 1.5108
H: -2.5719 2.1750 -0.2383
H: -4.4589 1.4584 2.0663
H: -4.8517 -0.7132 1.1323
H: -2.9770 -0.1048 -1.2122
H: 0.2273 1.3158 2.5340
H: 2.6654 0.8415 2.5007
H: 4.4363 -0.6059 2.2888
H: 4.1017 -2.1762 3.0317

Summary:
Structure (SMILES): O=C(COC(=O)CCc1ccc(S(=O)(=O)N2CCOCC2)cc1)NCc1ccccc1
Spin multiplicity: 1

These are the Mulliken partial charges, in e, on atoms 1 to 4: number 1, O, carries -0.671; number 2, C, carries 0.771; number 3, N, carries 0.289; number 4, H, carries 0.292

---

| no. | highest occupied orbital energy (eV) |
| --- | --- |
| 1 | -5.3 |
| 2 | -11.1 |
| 3 | -10.1 |
| 4 | -8.9 |